DFT (ωB97M-V/def2-TZVPD) results for a molecular structure, C34H49B2F2N6O2S8Se2Sr at a distorted geometry.

Max |F|: 4.97 eV Å⁻¹
HOMO energy: -3.4 eV
HOMO-LUMO gap: 4.34 eV

Geometry as ORCA input:
```
! RIJCOSX wB97M-V def2-TZVPD def2/J DEFGRID3
* xyz -1 1
Sr 1.56324 1.95979 -0.36646
Se 4.00092 0.85810 -3.24510
Se 5.89782 1.65073 -0.20217
S -2.34237 -0.11772 -5.43526
S 0.49856 2.77381 -3.81430
S -4.35018 1.55385 -6.84216
S -1.97762 2.69221 -5.39281
S 2.96720 -0.74353 1.24723
S -0.23692 3.68755 1.06136
S -0.10387 -0.89818 -3.75970
S 3.13029 2.82653 1.87395
F 2.02466 5.37103 -1.63886
F 3.81505 4.38056 -2.47571
O 1.19608 -0.23958 -3.06805
O 0.94095 0.31030 -1.76973
N 0.36435 -1.01842 0.69413
N -0.08709 0.66011 2.57883
N -0.94515 1.24733 0.04266
N 0.93068 1.27062 1.99649
N -0.78313 -1.74385 0.67578
N -1.92331 0.52077 -0.53925
C -2.95465 1.40094 -5.94422
C -3.64201 -1.11604 -2.16667
C -4.01125 0.28951 -1.69189
C 5.88584 1.35859 -3.11298
C 1.81758 1.81846 4.07991
C 7.23368 0.24207 -0.23863
C -1.67191 -5.00334 1.51730
C -0.73762 1.79949 -4.49973
C -1.62467 3.22554 -1.21800
C -0.70520 -3.00888 0.40654
C -0.26420 0.56834 3.85758
C -2.65657 0.06552 3.43086
C -4.81453 0.20023 -0.38209
C -0.94935 2.65323 -0.07645
C -2.74905 1.09500 -1.36194
C -2.53664 2.41558 -1.82470
C -1.81278 0.19885 5.78941
C 4.18668 -0.87149 -2.38907
C -1.95526 -3.86688 0.52303
C 1.69452 -2.91336 0.17428
C 0.74704 1.19570 4.64232
C -0.97834 0.45857 -4.49190
C 0.54061 -3.60107 0.04173
C -2.28694 -4.46326 -0.85311
C 3.02304 -3.51626 -0.14080
C -1.10620 -1.70121 4.31127
C 1.98805 1.90303 2.63398
C 1.62376 -1.55262 0.66865
C 2.86147 2.47967 4.91472
C -3.13756 -3.05270 1.04097
C -4.88240 0.98445 -2.74025
C -1.46443 -0.20661 4.35718
C -1.36203 4.61657 -1.68934
C 6.20592 2.33684 -1.99654
B 2.70290 4.18072 -1.69709
B 0.03725 0.42370 1.00307
H 3.44628 -3.04979 -1.03112
H -5.69212 -0.43526 -0.53003
H 5.56375 3.21246 -2.06277
H -2.24802 5.01170 -2.18943
H -4.03951 -3.66916 1.00232
H -2.97709 -2.74022 2.07575
H -1.49909 -5.13552 -1.20168
H 3.17340 -1.26470 -2.30596
H -1.37913 -4.60488 2.49234
H -0.26131 -1.92846 4.96589
H -4.52244 -1.76601 -2.12874
H -0.84721 -2.00318 3.29523
H -2.00206 1.27173 5.86891
H 3.84426 2.06354 4.68865
H -3.30179 -2.15598 0.45022
H -3.21376 -5.03893 -0.79245
H -2.85530 -1.53497 -1.54359
H -3.11604 2.78933 -2.66045
H 6.93789 -0.57749 -0.89313
H -1.02448 -0.06757 6.49683
H -2.89809 1.12961 3.39777
H 4.79151 -1.54573 -2.99806
H -2.57326 -5.60645 1.65308
H 2.91671 3.53933 4.66500
H -0.54433 4.57146 -2.41990
H -1.96440 -2.29396 4.63929
H -0.87636 -5.66515 1.16818
H 0.56053 -4.62170 -0.32063
H -2.45581 -0.27018 2.41159
H 3.72819 -3.33926 0.66945
H -4.37767 1.08540 -3.69611
H -3.52986 -0.47777 3.79977
H -4.20773 -0.21818 0.42193
H -1.05950 5.26949 -0.87680
H -5.78420 0.38980 -2.91067
H -2.41755 -3.68199 -1.60187
H 6.46546 0.43820 -3.01766
H 2.91927 -4.58757 -0.31363
H -5.20116 1.97537 -2.40835
H 6.15624 1.81294 -4.06819
H 4.60959 -0.76382 -1.39086
H -2.71854 -0.32692 6.09657
H 0.65477 1.16558 5.71987
H 2.64733 2.36214 5.97707
H 7.24878 2.65968 -2.04514
H -3.27422 -1.09662 -3.19254
H 8.19727 0.63557 -0.56191
H -5.16035 1.18872 -0.06657
H 7.33625 -0.14357 0.77428
*
```